{
  "formula": "C44H121F2Li2N12O15S2",
  "method": "ωB97M-V/def2-TZVPD",
  "symbols": ["Li", "Li", "N", "S", "O", "O", "F", "S", "O", "O", "F", "C", "C", "C", "O", "C", "N", "H", "H", "H", "H", "H", "H", "H", "H", "H", "H", "H", "C", "C", "C", "O", "C", "N", "H", "H", "H", "H", "H", "H", "H", "H", "H", "H", "H", "C", "C", "C", "O", "C", "N", "H", "H", "H", "H", "H", "H", "H", "H", "H", "H", "H", "C", "C", "C", "O", "C", "N", "H", "H", "H", "H", "H", "H", "H", "H", "H", "H", "H", "C", "C", "C", "O", "C", "N", "H", "H", "H", "H", "H", "H", "H", "H", "H", "H", "H", "C", "C", "C", "O", "C", "N", "H", "H", "H", "H", "H", "H", "H", "H", "H", "H", "H", "C", "C", "C", "O", "C", "N", "H", "H", "H", "H", "H", "H", "H", "H", "H", "H", "H", "C", "C", "C", "O", "C", "N", "H", "H", "H", "H", "H", "H", "H", "H", "H", "H", "H", "C", "C", "C", "O", "C", "N", "H", "H", "H", "H", "H", "H", "H", "H", "H", "H", "H", "C", "C", "C", "O", "C", "N", "H", "H", "H", "H", "H", "H", "H", "H", "H", "H", "H", "C", "C", "C", "O", "C", "N", "H", "H", "H", "H", "H", "H", "H", "H", "H", "H", "H"],
  "positions_angstrom": [[-1.40307, -2.35842, -1.47717], [1.14245, -1.44447, -2.15406], [-0.11276, -1.02590, -0.73120], [-0.59701, 0.56850, -0.79855], [0.44029, 1.54565, -0.96956], [-1.83283, 0.95931, -0.11220], [-1.12972, 0.46103, -2.32948], [0.44782, -0.88288, 0.72701], [-0.33272, -0.32206, 1.80697], [1.88867, -0.73342, 0.74792], [0.26106, -2.45427, 1.04666], [-4.44012, 2.72851, -8.18467], [-3.70555, 3.58525, -7.14640], [-3.00406, 2.73415, -6.02410], [-1.88576, 1.96396, -6.48842], [-1.37243, 1.17329, -5.41729], [-2.73828, 4.44327, -7.86262], [-3.82708, 1.99755, -8.71212], [-4.99667, 3.29710, -8.92816], [-5.14815, 2.20408, -7.53894], [-4.50644, 4.18097, -6.70698], [-3.77048, 2.12956, -5.52952], [-2.77596, 3.45164, -5.23031], [-0.53371, 0.66051, -5.88827], [-2.04437, 0.35038, -5.15128], [-1.16142, 1.65918, -4.46449], [-2.01037, 4.70503, -7.20719], [-2.23103, 3.86738, -8.52362], [-5.22623, -0.10724, -1.21846], [-5.29302, 0.44693, 0.22946], [-6.67651, 0.24686, 0.86683], [-7.65091, 1.04694, 0.20455], [-8.82659, 1.24220, 0.99406], [-4.23057, -0.10354, 1.03548], [-6.10402, 0.21918, -1.77487], [-5.29364, -1.19536, -1.15106], [-4.29674, 0.15607, -1.72439], [-5.13040, 1.52520, 0.15070], [-6.60751, 0.53262, 1.91988], [-6.99227, -0.80000, 0.83672], [-9.34000, 0.30988, 1.23765], [-9.47462, 1.87594, 0.39128], [-8.57590, 1.74072, 1.93266], [-4.21867, 0.34478, 1.94389], [-3.45476, 0.31600, 0.53718], [4.65384, 1.51239, 0.99383], [5.37366, 1.47385, -0.35372], [5.21558, 2.74172, -1.27124], [3.85000, 2.69069, -1.73790], [3.01717, 3.77920, -1.31264], [6.79521, 1.24211, 0.02308], [4.70620, 0.53590, 1.47720], [3.57468, 1.60630, 0.86220], [5.05430, 2.28031, 1.65312], [5.06219, 0.59943, -0.92660], [5.83687, 2.73060, -2.16797], [5.38798, 3.67063, -0.72564], [2.19193, 3.91090, -2.01148], [3.62867, 4.68146, -1.36518], [2.64999, 3.62074, -0.29814], [7.03521, 1.92735, 0.73033], [7.32597, 1.55558, -0.78358], [4.56640, -2.71102, -1.21208], [3.54339, -3.24459, -2.21213], [3.70753, -4.72680, -2.55122], [2.75018, -5.19745, -3.46070], [2.94851, -6.50358, -3.94236], [2.20270, -3.18208, -1.61747], [5.56019, -2.63634, -1.65137], [4.66993, -3.38729, -0.36107], [4.23665, -1.76334, -0.78609], [3.63765, -2.57800, -3.07026], [3.64049, -5.38342, -1.67850], [4.69145, -4.95400, -2.97480], [2.39351, -7.26423, -3.38904], [3.99309, -6.80992, -4.02206], [2.58124, -6.58143, -4.96687], [1.72528, -3.89195, -2.16391], [2.24321, -3.56651, -0.67141], [2.16783, 1.31094, -4.60106], [2.99079, 0.20188, -3.94714], [4.49400, 0.37751, -4.18102], [5.10904, -0.79928, -3.67929], [6.52710, -0.70185, -3.57351], [2.75413, 0.10485, -2.50384], [1.15330, 1.29639, -4.20439], [2.16148, 1.13738, -5.67631], [2.62711, 2.26587, -4.34105], [2.64047, -0.70627, -4.44554], [4.79786, 1.26080, -3.61342], [4.79039, 0.55105, -5.21802], [7.04061, -1.65040, -3.42585], [6.77126, -0.06342, -2.72126], [6.92008, -0.24837, -4.48551], [3.58684, -0.39893, -2.21572], [2.87582, 1.02429, -2.08488], [0.53888, 3.09809, 2.13128], [1.54009, 2.38426, 3.01040], [2.52583, 3.42430, 3.55814], [3.33210, 3.91331, 2.51263], [4.36598, 4.74006, 3.07752], [0.69202, 1.85253, 4.08380], [0.03910, 3.99164, 2.50340], [-0.19994, 2.38372, 1.76134], [1.02798, 3.38438, 1.19561], [2.00056, 1.58058, 2.43021], [3.10076, 2.97135, 4.37129], [1.87346, 4.18086, 4.00127], [3.96347, 5.60619, 3.60670], [4.86147, 5.26544, 2.25909], [5.06579, 4.12100, 3.63815], [0.00031, 1.23962, 3.67363], [1.26125, 1.24948, 4.67080], [-4.35188, 4.31343, 0.19356], [-3.04498, 4.81850, 0.79643], [-2.38226, 5.91786, -0.04360], [-1.82382, 5.47839, -1.34516], [-0.66564, 4.69639, -1.21403], [-3.30046, 5.44580, 2.08651], [-4.14700, 3.85297, -0.77623], [-4.97893, 5.14804, -0.12435], [-4.81811, 3.62772, 0.89999], [-2.29668, 4.03770, 0.93825], [-1.58713, 6.44990, 0.48191], [-3.10125, 6.70774, -0.26796], [0.12276, 5.10082, -0.57512], [-0.21518, 4.59268, -2.20352], [-0.89469, 3.66570, -0.93875], [-3.99056, 4.85914, 2.54051], [-3.75179, 6.33462, 1.90504], [-4.25454, -4.29731, 0.80049], [-2.88939, -3.84425, 0.30008], [-2.33550, -4.77333, -0.82135], [-1.13532, -4.37791, -1.45935], [-0.77554, -5.19845, -2.55872], [-3.02309, -2.47124, -0.16016], [-4.89988, -4.47197, -0.06115], [-4.57678, -3.54718, 1.52060], [-4.20895, -5.24638, 1.33861], [-2.21776, -3.87299, 1.15971], [-3.16788, -4.95399, -1.50826], [-2.11851, -5.74924, -0.37988], [-0.01575, -4.86529, -3.26608], [-1.63305, -5.32194, -3.22658], [-0.49595, -6.20994, -2.25942], [-3.52237, -1.84833, 0.47435], [-3.52368, -2.44679, -1.04269], [2.61447, -2.31331, 5.70597], [3.38902, -1.29871, 4.89324], [3.14569, -1.54512, 3.42376], [3.82303, -2.73413, 3.01924], [5.19802, -2.46035, 2.66839], [2.99947, 0.03784, 5.34856], [1.52491, -2.26526, 5.70434], [3.02043, -2.32906, 6.71806], [2.73901, -3.31897, 5.29724], [4.44269, -1.29580, 5.18291], [3.45858, -0.68662, 2.82389], [2.08695, -1.62692, 3.17744], [5.33258, -1.93908, 1.71779], [5.69743, -3.41063, 2.47966], [5.67251, -1.89585, 3.47024], [3.21831, 0.18950, 6.32367], [3.59019, 0.65706, 4.80460], [3.69714, -6.45495, 1.44189], [2.31804, -5.84760, 1.57400], [1.67793, -5.87895, 2.97981], [0.46483, -5.22403, 3.09591], [-0.65668, -6.00201, 2.66274], [2.46068, -4.48609, 1.02707], [3.68634, -7.49760, 1.76568], [4.40463, -5.89781, 2.05933], [4.11282, -6.46217, 0.43507], [1.64566, -6.38875, 0.90138], [2.36023, -5.34010, 3.64360], [1.67208, -6.88612, 3.40668], [-0.76352, -6.88218, 3.30159], [-0.47466, -6.35501, 1.64629], [-1.58952, -5.45393, 2.78145], [1.55724, -4.04447, 1.17180], [2.96361, -4.03494, 1.79343], [-6.90808, 3.43040, 4.12601], [-6.12149, 2.23183, 4.68000], [-4.58330, 2.25832, 4.61443], [-4.24079, 2.11142, 3.24368], [-2.83804, 2.25309, 3.00034], [-6.50959, 2.18160, 6.10656], [-6.84798, 4.31696, 4.75976], [-7.97882, 3.23258, 4.07843], [-6.44186, 3.74539, 3.19117], [-6.39053, 1.28198, 4.21000], [-4.25527, 1.40993, 5.21787], [-4.20813, 3.22477, 4.95648], [-2.48883, 3.19041, 3.43572], [-2.57017, 2.21516, 1.94521], [-2.23927, 1.43008, 3.39930], [-7.51850, 2.26039, 6.04507], [-6.40394, 1.27850, 6.55427]],
  "charge": 1,
  "de_lowest_kcal_mol": 0.0,
  "homo_lumo_gap_ev": 7.295,
  "homo_ev": -10.485,
  "spin_multiplicity": 1
}